A single C26H34N2O3 molecule. Source: the OMol25 dataset; level of theory: ωB97M-V/def2-TZVPD.

Total energy (eV): -36637.28639
Largest force on an atom (eV/Å): 0.70
Relative energy (zero: lowest compared OMol25 entry of this formula, charge and spin) (kJ/mol): 102.70

Last column: Löwdin charge in e.
Atoms and positions in Å:
O 3.559 -1.263 0.154  0.056
C 2.898 -0.947 1.136  -0.405
N 3.463 -0.772 2.353  -0.033
C 4.885 -1.001 2.504  -0.103
H 5.280 -0.246 3.192  0.133
C 5.158 -2.401 3.065  -0.270
C 4.751 -3.500 2.062  -0.241
O 5.336 -3.341 0.801  -0.062
H 4.865 -2.621 0.340  0.054
H 5.096 -4.467 2.443  0.126
H 3.657 -3.542 1.972  0.114
C 4.420 -2.542 4.401  -0.161
C 2.939 -2.184 4.274  -0.160
C 2.756 -0.813 3.612  -0.145
H 3.167 -0.031 4.261  0.131
H 1.696 -0.616 3.452  0.113
H 2.422 -2.937 3.677  0.109
H 2.475 -2.168 5.262  0.113
H 4.885 -1.872 5.129  0.115
H 4.520 -3.563 4.776  0.115
H 6.236 -2.491 3.232  0.145
H 5.363 -0.874 1.531  0.128
C 1.437 -0.684 1.019  -0.157
C 0.875 0.525 1.427  -0.034
C -0.465 0.769 1.229  -0.003
C -1.285 -0.185 0.616  -0.268
C -0.722 -1.390 0.205  0.001
C 0.627 -1.624 0.397  0.001
H 1.064 -2.551 0.057  0.125
H -1.320 -2.148 -0.276  0.109
O -2.585 0.167 0.483  -0.021
C -3.495 -0.694 -0.183  -0.307
C -4.886 -0.112 0.060  -0.106
C -5.020 1.273 -0.578  -0.175
N -4.304 1.352 -1.833  -0.182
C -4.179 0.083 -2.502  -0.178
C -3.215 -0.794 -1.696  -0.100
H -2.199 -0.444 -1.884  0.107
H -3.295 -1.829 -2.030  0.119
H -3.756 0.247 -3.495  0.124
H -5.150 -0.430 -2.630  0.122
C -4.617 2.509 -2.634  -0.181
H -4.599 2.239 -3.694  0.121
C -3.578 3.625 -2.401  -0.127
C -2.218 3.128 -2.794  -0.238
C -1.730 3.321 -4.079  -0.050
C -0.505 2.798 -4.454  -0.091
C 0.244 2.066 -3.548  -0.091
C -0.235 1.866 -2.265  -0.073
C -1.457 2.396 -1.891  -0.041
H -1.835 2.235 -0.894  0.097
H 0.346 1.294 -1.554  0.096
H 1.199 1.653 -3.841  0.101
H -0.135 2.959 -5.456  0.099
H -2.313 3.888 -4.792  0.110
H -3.857 4.497 -2.994  0.113
H -3.587 3.899 -1.346  0.112
H -5.622 2.896 -2.404  0.116
H -4.601 2.026 0.097  0.120
H -6.096 1.501 -0.707  0.120
H -5.067 -0.034 1.133  0.122
H -5.620 -0.801 -0.359  0.119
H -3.440 -1.692 0.280  0.146
H -0.908 1.704 1.535  0.123
H 1.498 1.284 1.878  0.126


A molecular structure, C26H34N2O3 in a non-equilibrium geometry. Source: the OMol25 dataset; level of theory: ωB97M-V/def2-TZVPD.

Total energy (eV): -36613.99994
Largest force on an atom (eV/Å): 15.27
Relative energy (zero: lowest compared OMol25 entry of this formula, charge and spin) (kJ/mol): 2349.50

Last column: Löwdin charge in e.
Atoms and positions in Å:
O -3.211 -3.894 2.219  0.157
C -3.111 -2.834 2.536  -0.519
N -3.991 -2.195 3.246  -0.023
C -5.261 -2.716 3.427  -0.090
H -5.645 -2.396 4.244  0.076
C -6.278 -2.185 2.367  -0.369
C -5.951 -2.631 1.007  -0.031
O -5.699 -4.334 0.930  -0.172
H -4.788 -4.472 1.310  0.024
H -6.850 -2.674 0.338  0.141
H -4.891 -2.403 0.686  0.134
C -6.241 -0.844 2.332  -0.353
C -5.160 -0.090 2.031  -0.099
C -3.951 -0.644 3.286  0.046
H -4.289 -0.417 4.119  0.007
H -2.980 -0.049 3.017  0.142
H -4.792 -0.166 1.147  0.033
H -5.132 1.093 2.331  0.176
H -6.814 -0.587 3.419  0.205
H -7.014 -0.374 1.696  0.144
H -7.183 -2.775 2.641  0.179
H -4.903 -3.652 3.550  0.116
C -1.608 -2.112 2.302  -0.049
C -0.866 -1.364 3.332  -0.018
C 0.398 -1.214 2.882  -0.107
C 0.772 -1.039 1.703  -0.258
C -0.039 -1.513 0.544  0.037
C -1.067 -2.283 1.015  -0.048
H -1.662 -2.518 0.158  0.113
H 0.417 -1.604 -0.320  0.047
O 2.105 -0.512 1.557  -0.068
C 2.726 -0.503 0.161  -0.296
C 2.221 0.637 -0.623  -0.078
C 3.016 0.735 -2.029  -0.051
N 4.446 0.994 -1.632  -0.087
C 5.084 -0.211 -0.582  -0.119
C 4.180 -0.326 0.465  -0.205
H 4.301 0.954 1.281  0.239
H 4.632 -0.977 1.229  0.119
H 6.202 0.154 -0.435  0.171
H 4.826 -0.977 -1.144  0.064
C 5.449 1.448 -2.598  -0.227
H 6.360 0.997 -2.574  0.066
C 5.296 2.876 -3.087  -0.232
C 4.196 3.267 -3.643  -0.327
C 3.589 3.018 -4.877  -0.028
C 2.434 3.590 -5.438  -0.043
C 1.499 4.319 -4.653  -0.024
C 2.052 4.392 -3.340  -0.081
C 3.338 4.109 -2.794  0.005
H 3.450 4.173 -1.759  0.081
H 1.347 5.032 -2.718  0.109
H 0.668 4.460 -5.019  0.006
H 2.223 3.427 -6.428  0.072
H 4.297 2.564 -5.431  0.072
H 5.605 3.351 -1.844  0.224
H 6.147 2.939 -3.792  0.138
H 5.014 0.794 -3.634  0.173
H 2.773 1.417 -2.517  -0.007
H 2.865 -0.132 -2.201  0.022
H 2.203 1.562 -0.235  0.079
H 1.131 0.545 -0.862  0.132
H 2.574 -1.497 -0.210  0.150
H 0.968 -0.328 3.709  0.221
H -1.423 -1.403 4.201  0.088


A single C26H34N2O8 molecule. Source: the OMol25 dataset; level of theory: ωB97M-V/def2-TZVPD.

Total energy (eV): -46873.62330
Largest force on an atom (eV/Å): 0.65
Relative energy (zero: lowest compared OMol25 entry of this formula, charge and spin) (kJ/mol): 20.75

Last column: Löwdin charge in e.
Atoms and positions in Å:
C -4.197 -5.183 1.052  -0.053
H -4.372 -4.972 -0.006  0.096
H -5.161 -5.219 1.564  0.097
H -3.666 -6.124 1.171  0.092
O -3.371 -4.184 1.625  -0.050
C -3.867 -2.932 1.602  -0.464
O -4.942 -2.666 1.117  0.104
C -2.958 -1.947 2.214  -0.151
C -1.676 -2.282 2.645  -0.018
C -0.833 -1.325 3.171  -0.011
C -1.256 -0.002 3.280  -0.263
C -2.554 0.330 2.872  -0.006
C -3.389 -0.625 2.342  -0.012
H -4.384 -0.371 2.010  0.123
H -2.874 1.355 2.975  0.123
O -0.547 1.031 3.793  -0.022
C 0.818 0.917 4.122  -0.119
C 1.735 1.473 3.013  -0.340
O 3.036 1.683 3.518  -0.020
H 3.000 2.319 4.241  0.097
C 1.902 0.520 1.825  -0.130
N 0.670 0.213 1.122  -0.148
C 0.161 1.358 0.386  -0.138
C -1.109 0.986 -0.367  -0.143
N -0.831 -0.077 -1.314  -0.153
C -0.376 -1.237 -0.571  -0.145
C 0.890 -0.894 0.203  -0.147
H 1.196 -1.767 0.785  0.125
H 1.689 -0.652 -0.516  0.109
H -0.145 -2.037 -1.278  0.127
H -1.148 -1.591 0.132  0.115
C -1.964 -0.368 -2.172  -0.126
H -2.915 -0.350 -1.611  0.137
C -2.069 0.645 -3.328  -0.348
O -3.397 0.819 -3.759  -0.018
H -3.775 -0.042 -3.976  0.099
C -1.186 0.234 -4.533  -0.126
O -0.006 -0.459 -4.202  -0.032
C 1.013 0.169 -3.573  -0.263
C 1.075 1.530 -3.282  -0.004
C 2.144 2.038 -2.572  -0.019
C 3.183 1.209 -2.161  -0.150
C 3.158 -0.140 -2.524  -0.019
C 2.089 -0.652 -3.220  0.001
H 2.044 -1.696 -3.485  0.123
H 3.982 -0.770 -2.224  0.125
C 4.281 1.682 -1.296  -0.473
O 5.266 1.038 -1.022  0.107
O 4.050 2.912 -0.799  -0.056
C 5.025 3.407 0.105  -0.047
H 4.801 4.461 0.249  0.092
H 4.961 2.871 1.056  0.094
H 6.027 3.277 -0.307  0.095
H 2.177 3.089 -2.327  0.122
H 0.285 2.197 -3.588  0.110
H -0.971 1.112 -5.154  0.134
H -1.751 -0.480 -5.143  0.137
H -1.770 1.630 -2.964  0.127
H -1.832 -1.370 -2.590  0.131
H -1.472 1.866 -0.901  0.123
H -1.882 0.675 0.357  0.114
H -0.080 2.153 1.094  0.120
H 0.910 1.731 -0.332  0.116
H 2.656 0.965 1.153  0.128
H 2.322 -0.412 2.211  0.135
H 1.307 2.428 2.672  0.145
H 0.949 1.536 5.020  0.136
H 1.110 -0.106 4.371  0.124
H 0.157 -1.621 3.475  0.107
H -1.340 -3.303 2.554  0.121


A gas-phase ion, C26H34N3O5S (charge -1) in a non-equilibrium geometry. Source: the OMol25 dataset; level of theory: ωB97M-V/def2-TZVPD.

Total energy (eV): -53054.68401
Largest force on an atom (eV/Å): 6.74
Net charge: -1
Relative energy (zero: lowest compared OMol25 entry of this formula, charge and spin) (kJ/mol): 234.68

Last column: Löwdin charge in e.
Atoms and positions in Å:
C 4.330 -0.459 3.744  -0.093
C 3.632 0.548 2.876  -0.143
O 2.181 0.221 3.249  0.031
C 1.391 0.693 2.332  -0.430
C -0.037 0.318 1.991  -0.261
C -0.800 1.277 2.870  -0.328
O -0.077 2.033 3.465  0.119
C -2.271 1.299 3.093  -0.110
C -3.042 0.763 1.930  -0.180
C -3.294 -0.758 2.079  -0.182
C -2.539 -1.628 1.041  -0.188
C -1.066 -1.996 1.250  -0.211
C -0.288 -1.205 2.301  -0.045
O 1.789 1.460 1.437  0.045
H 5.376 -0.411 3.441  0.070
H 4.209 -0.196 4.809  0.084
H 3.939 -1.469 3.527  0.085
H 3.816 1.612 3.134  0.138
H 3.764 0.385 1.794  0.128
H -2.416 0.691 3.990  0.119
H -2.685 2.269 3.409  0.131
H -4.005 1.305 1.794  0.126
H -2.476 0.990 1.019  0.078
H -3.195 -1.113 3.126  0.106
H -4.359 -0.841 1.795  0.101
H -3.125 -2.562 0.940  0.104
H -2.646 -1.083 0.088  0.111
H -0.953 -3.074 1.506  0.114
H -0.616 -2.073 0.260  0.057
H 0.730 -1.613 2.474  0.125
H -0.893 -1.304 3.232  0.126
C 3.735 -0.154 -4.693  -0.085
N 2.508 -0.734 -4.202  -0.211
C 1.966 -1.694 -5.141  -0.081
C 1.934 -0.397 -3.020  -0.253
C 2.306 0.778 -2.341  -0.011
C 1.573 1.206 -1.239  -0.010
C 0.733 0.319 -0.584  -0.104
C -0.135 0.810 0.671  -0.216
C -0.527 2.265 0.568  -0.064
C -0.080 3.546 1.096  -0.380
O 1.010 3.987 1.421  0.098
N -1.203 4.451 1.115  -0.077
C -1.109 5.469 2.122  -0.118
C -1.541 4.857 -0.160  -0.749
S -1.864 6.449 -0.566  0.603
N -1.383 3.832 -1.067  -0.055
C -1.569 4.151 -2.483  -0.094
C -1.349 2.465 -0.593  -0.384
O -2.028 1.580 -1.140  0.020
C 0.289 -0.802 -1.284  -0.035
C 0.910 -1.188 -2.460  -0.022
H 4.574 -0.153 -3.979  0.092
H 4.025 -0.725 -5.583  0.074
H 3.537 0.868 -5.030  0.086
H 0.932 -1.963 -4.920  0.075
H 1.995 -1.237 -6.138  0.080
H 2.577 -2.603 -5.239  0.085
H 3.087 1.401 -2.723  0.085
H 1.761 2.193 -0.869  0.120
H -1.008 0.153 0.334  0.114
H -2.028 6.039 2.173  0.060
H -0.883 4.998 3.073  0.088
H -0.308 6.158 1.898  0.070
H -1.154 3.364 -3.129  0.087
H -2.625 4.299 -2.758  0.080
H -1.065 5.117 -2.698  0.049
H -0.533 -1.382 -0.890  0.075
H 0.572 -2.081 -2.938  0.081


A single C26H34N4O2 molecule. Source: the OMol25 dataset; level of theory: ωB97M-V/def2-TZVPD.

Total energy (eV): -37568.79918
Largest force on an atom (eV/Å): 0.86
Relative energy (zero: lowest compared OMol25 entry of this formula, charge and spin) (kJ/mol): 224.20

Last column: Löwdin charge in e.
Atoms and positions in Å:
C 0.483 2.122 1.216  -0.079
H -0.218 2.859 1.601  0.072
H 0.661 2.303 0.159  0.052
H 0.053 1.131 1.325  0.046
C 1.809 2.197 1.967  -0.239
N 2.753 1.244 1.411  -0.170
C 4.042 1.793 1.072  -0.171
H 4.744 0.966 0.942  0.104
H 4.445 2.467 1.850  0.126
C 3.954 2.567 -0.253  -0.109
N 3.431 1.739 -1.302  -0.160
C 4.018 0.671 -1.874  -0.073
C 3.135 0.184 -2.810  -0.079
C 2.026 1.035 -2.718  -0.164
N 2.223 1.964 -1.803  0.083
H 1.112 1.003 -3.277  0.103
H 3.272 -0.652 -3.465  0.094
H 4.995 0.336 -1.589  0.124
H 3.269 3.412 -0.159  0.119
H 4.947 2.937 -0.530  0.126
C 2.793 -0.024 2.117  -0.133
C 3.413 -1.098 1.266  -0.148
C 4.709 -1.530 1.494  -0.057
C 5.305 -2.485 0.686  -0.096
C 4.587 -3.020 -0.365  -0.086
C 3.284 -2.617 -0.603  -0.022
C 2.685 -1.653 0.201  -0.218
O 1.408 -1.215 0.050  -0.027
C 0.657 -1.695 -1.041  -0.146
H 0.434 -2.765 -0.925  0.143
C -0.646 -0.899 -1.114  -0.354
O -1.289 -1.227 -2.322  -0.017
H -2.229 -1.034 -2.178  0.088
C -1.575 -1.215 0.067  -0.132
N -2.884 -0.636 -0.186  -0.178
C -3.947 -1.339 0.505  -0.138
C -5.298 -0.716 0.276  -0.155
C -6.442 -1.435 0.602  -0.043
C -7.697 -0.884 0.429  -0.090
C -7.820 0.400 -0.076  -0.089
C -6.687 1.121 -0.400  -0.041
C -5.421 0.575 -0.227  -0.177
C -4.192 1.356 -0.592  -0.115
C -2.960 0.786 0.102  -0.175
H -2.063 1.279 -0.274  0.113
H -3.022 0.970 1.189  0.137
H -4.320 2.407 -0.327  0.120
H -4.047 1.302 -1.675  0.127
H -6.777 2.124 -0.792  0.112
H -8.798 0.838 -0.214  0.100
H -8.577 -1.454 0.686  0.100
H -6.341 -2.436 0.996  0.113
H -3.963 -2.375 0.150  0.132
H -3.764 -1.368 1.599  0.139
H -1.692 -2.301 0.124  0.133
H -1.123 -0.867 1.007  0.126
H -0.377 0.168 -1.108  0.128
H 1.192 -1.543 -1.985  0.115
H 2.741 -3.061 -1.422  0.107
H 5.036 -3.765 -1.006  0.103
H 6.318 -2.804 0.879  0.098
H 5.262 -1.112 2.325  0.113
H 1.760 -0.303 2.333  0.125
H 3.345 0.056 3.074  0.129
H 2.217 3.206 1.872  0.110
H 1.648 2.010 3.040  0.117


A single C26H34N4O6S molecule in a non-equilibrium geometry. Source: the OMol25 dataset; level of theory: ωB97M-V/def2-TZVPD.

Total energy (eV): -56597.14119
Largest force on an atom (eV/Å): 1.01
Relative energy (zero: lowest compared OMol25 entry of this formula, charge and spin) (kJ/mol): 25.96

Last column: Löwdin charge in e.
Atoms and positions in Å:
C -5.071 -4.970 -0.142  -0.114
H -5.501 -5.821 -0.664  0.068
C -5.285 -3.689 -0.938  -0.271
H -4.821 -3.789 -1.922  0.110
C -4.695 -2.476 -0.222  -0.223
C -4.904 -1.191 -1.021  -0.184
C -4.443 0.051 -0.259  -0.158
N -3.028 0.002 0.073  0.035
C -2.103 0.317 -0.850  -0.499
N -0.817 0.308 -0.617  0.096
C -0.329 -0.070 0.611  -0.122
C 1.039 -0.115 0.859  0.067
C 1.508 -0.522 2.094  -0.104
C 0.612 -0.847 3.116  0.011
C -0.744 -0.796 2.882  0.019
C -1.233 -0.415 1.629  -0.055
C -2.668 -0.347 1.395  -0.355
O -3.525 -0.551 2.222  0.105
H -1.460 -1.044 3.651  0.124
H 0.994 -1.133 4.083  0.125
C 2.989 -0.447 2.345  -0.425
O 3.429 0.358 3.147  0.080
N 3.764 -1.265 1.612  -0.060
C 3.291 -2.276 0.697  -0.122
H 2.251 -2.518 0.918  0.123
C 3.460 -1.817 -0.766  -0.109
H 3.834 -2.647 -1.367  0.128
H 2.509 -1.498 -1.191  0.091
C 4.469 -0.660 -0.821  -0.237
C 4.890 -0.427 -2.270  -0.532
O 5.988 -0.705 -2.702  0.055
N 3.919 0.129 -3.020  0.184
H 2.977 0.268 -2.676  0.053
H 4.093 0.256 -4.003  0.112
C 5.656 -0.999 0.080  -0.115
C 5.196 -1.037 1.546  -0.117
H 5.385 -0.086 2.049  0.122
H 5.720 -1.826 2.097  0.128
H 6.061 -1.963 -0.230  0.122
H 6.445 -0.260 -0.048  0.122
H 3.996 0.259 -0.460  0.150
H 3.893 -3.174 0.877  0.130
H 1.717 0.160 0.070  0.104
S -2.568 0.806 -2.435  1.096
C -0.874 1.090 -2.984  -0.307
C 0.161 1.062 -1.825  -0.577
O 1.187 0.393 -2.042  -0.079
C 0.354 2.473 -1.172  0.018
C -0.812 2.905 -0.328  -0.503
O -1.910 3.183 -0.746  0.082
O -0.494 2.873 0.968  0.000
C -1.506 3.223 1.915  -0.209
C -1.571 4.728 2.123  -0.053
H -2.303 4.956 2.892  0.080
H -0.600 5.104 2.432  0.082
H -1.865 5.220 1.198  0.078
H -1.220 2.707 2.833  0.128
H -2.472 2.846 1.561  0.120
H 0.506 3.181 -1.988  0.138
H 1.250 2.437 -0.554  0.129
H -0.609 0.296 -3.686  0.090
H -0.851 2.050 -3.496  0.089
H -4.625 0.953 -0.849  0.110
H -4.975 0.119 0.693  0.130
H -5.965 -1.066 -1.239  0.123
H -4.375 -1.258 -1.974  0.087
H -3.626 -2.642 -0.063  0.116
H -5.160 -2.372 0.760  0.120
H -6.354 -3.531 -1.090  0.109
H -5.540 -4.893 0.836  0.072
H -4.009 -5.157 0.003  0.072